# 1
{"formula": "C34H56BrN2O2P2V", "method": "wB97M-V/def2-TZVPD", "orbital_gap_ev": [6.93, 6.19], "e_homo_ha": [-0.3588, -0.3324], "spin_multiplicity": 2, "s2": 0.77, "lumo_energy_ev": [-2.837, -2.859], "mol_weight_g_mol": 717.630, "total_charge": 1, "elements": ["Br", "V", "P", "P", "O", "O", "N", "N", "C", "C", "C", "C", "C", "C", "C", "C", "C", "C", "C", "C", "C", "C", "C", "C", "C", "C", "C", "C", "C", "C", "C", "C", "C", "C", "C", "C", "C", "C", "C", "C", "C", "C", "H", "H", "H", "H", "H", "H", "H", "H", "H", "H", "H", "H", "H", "H", "H", "H", "H", "H", "H", "H", "H", "H", "H", "H", "H", "H", "H", "H", "H", "H", "H", "H", "H", "H", "H", "H", "H", "H", "H", "H", "H", "H", "H", "H", "H", "H", "H", "H", "H", "H", "H", "H", "H", "H", "H", "H"], "xyz": [[-1.231, 2.158, -1.265], [0.300, 0.282, -0.568], [-0.134, 0.232, 2.504], [2.403, 1.464, -1.275], [1.010, -1.337, -0.469], [2.939, -3.109, -0.508], [-1.193, -2.122, -0.730], [-1.376, -0.773, -0.952], [-0.554, 2.948, 2.247], [5.259, 1.435, -1.100], [-4.939, 1.054, -2.986], [-6.813, 1.349, -4.489], [0.560, 1.959, 2.642], [2.799, 0.739, -2.927], [1.587, 0.909, -3.856], [-3.679, 1.628, -2.463], [-5.630, 1.810, -3.930], [1.771, 4.024, -0.383], [1.550, -6.233, -1.819], [-7.333, 0.122, -4.093], [2.024, -4.039, -0.934], [-2.427, -0.396, -1.606], [0.661, -3.759, -0.822], [-0.860, 0.035, 5.292], [-1.378, 0.236, 3.864], [1.191, -0.999, 2.909], [0.540, -2.344, 3.294], [2.456, -5.253, -1.452], [2.296, -0.659, 3.907], [-2.533, -0.733, 3.565], [-5.484, -0.166, -2.578], [3.962, 1.397, -0.287], [3.308, 3.958, -2.374], [3.942, 0.189, 0.664], [-0.234, -4.780, -1.160], [1.182, 2.460, 3.949], [3.182, -0.748, -2.834], [-6.670, -0.628, -3.128], [0.191, -6.007, -1.658], [-2.680, 1.013, -1.859], [2.156, 3.256, -1.652], [0.168, -2.455, -0.233], [5.415, 0.506, -1.651], [-0.128, 3.903, 1.926], [-0.531, -6.775, -1.909], [1.558, 5.070, -0.626], [2.936, 0.152, 3.555], [1.286, 1.950, -3.993], [3.250, -1.164, -3.844], [-5.019, -0.743, -1.786], [-1.674, 0.233, 5.997], [5.304, 2.258, -1.811], [-1.189, 3.169, 3.112], [-0.405, -2.540, 2.781], [1.324, 1.979, 1.868], [-8.261, -0.241, -4.523], [0.087, -2.594, 0.832], [-5.227, 2.771, -4.237], [-1.204, 2.579, 1.452], [1.663, -1.139, 1.941], [-3.560, 2.696, -2.623], [0.422, 2.552, 4.729], [-2.235, -1.769, 3.748], [3.649, 3.427, -3.266], [2.982, 4.952, -2.694], [1.289, 3.267, -2.312], [-0.034, 0.693, 5.552], [2.938, -1.540, 4.037], [1.905, -0.389, 4.891], [1.589, 3.467, 3.790], [3.639, 1.301, -3.331], [-1.584, -2.721, -1.430], [-7.087, -1.572, -2.792], [2.444, -1.329, -2.277], [-0.536, -0.995, 5.458], [4.166, 4.100, -1.709], [1.220, -3.169, 3.059], [3.936, -0.757, 0.111], [3.524, -5.431, -1.553], [3.915, 2.299, 0.324], [-1.299, -4.643, -0.999], [-3.117, -1.130, -1.993], [6.103, 1.546, -0.413], [4.145, -0.904, -2.350], [4.821, 0.203, 1.315], [0.335, -2.388, 4.366], [1.911, -7.179, -2.214], [0.716, 0.355, -3.484], [-1.787, 1.246, 3.791], [2.581, 4.022, 0.354], [1.986, 1.835, 4.328], [-7.332, 1.950, -5.228], [0.887, 3.610, 0.107], [-3.385, -0.520, 4.217], [3.815, -3.492, -0.593], [-2.873, -0.658, 2.530], [3.054, 0.190, 1.296], [1.819, 0.501, -4.843]], "mulliken_charge": [-0.34, 0.62, 0.53, 0.45, 0.05, -0.28, -0.47, 0.43, -2.10, -1.72, 0.77, -0.61, 2.06, 0.47, -1.55, -0.60, -0.55, -1.01, -0.66, -0.42, 0.64, -0.67, 0.27, -1.48, 0.58, 2.53, -2.04, -0.85, -1.85, -1.51, -0.26, 0.48, -1.84, -0.76, -0.80, -1.75, -1.46, -0.73, -0.99, 0.38, 0.59, 1.66, 0.32, 0.49, 0.42, 0.50, 0.32, 0.33, 0.53, 0.43, 0.44, 0.34, 0.58, 0.33, -1.01, 0.39, -1.02, 0.33, 0.32, -0.92, 0.35, 0.33, 0.32, 0.35, 0.48, 0.50, 0.23, 0.49, 0.29, 0.48, 0.71, 0.39, 0.39, 0.03, 0.23, 0.35, 0.45, -0.04, 0.40, 0.50, 0.50, 0.46, 0.47, 0.14, 0.63, 0.37, 0.40, 0.12, 0.40, 0.36, 0.35, 0.38, -0.35, 0.46, 0.31, 0.29, -0.39, 0.49]}

=====

# 2
{"formula": "C7H15NO", "method": "wB97M-V/def2-TZVPD", "orbital_gap_ev": 9.38, "e_homo_ha": -0.3097, "de_lowest_ev": 3.196, "lumo_energy_ev": 0.951, "smiles": "CC1(C)N[C@@H]1O.C=CC", "mol_weight_g_mol": 129.203, "elements": ["O", "N", "C", "C", "C", "C", "C", "C", "C", "H", "H", "H", "H", "H", "H", "H", "H", "H", "H", "H", "H", "H", "H", "H"], "xyz": [[-0.697, -1.553, -1.256], [0.786, -0.101, 0.002], [0.390, -1.462, -0.455], [1.371, -1.658, 1.929], [0.568, 2.374, -1.532], [-1.007, -0.802, 1.633], [0.329, -1.095, 0.991], [-0.587, 1.699, -0.863], [-1.590, 1.090, -1.562], [0.390, 3.452, -1.567], [1.784, 0.073, 0.009], [1.488, 2.203, -0.969], [-0.771, 2.011, 0.157], [1.611, -0.939, 2.714], [-1.460, -1.732, 1.972], [-2.576, 1.015, -1.122], [-1.119, -0.575, -1.354], [2.286, -1.914, 1.397], [1.196, -2.130, -0.761], [-0.877, -0.139, 2.492], [0.998, -2.562, 2.406], [-1.542, 1.071, -2.643], [0.712, 2.005, -2.544], [-1.686, -0.331, 0.925]], "mulliken_charge": [-0.61, -0.45, -0.40, -1.45, -1.27, -1.43, 1.32, 0.74, -1.31, 0.36, 0.24, 0.29, 0.29, 0.33, 0.39, 0.34, 0.28, 0.37, 0.39, 0.32, 0.36, 0.35, 0.32, 0.23]}

=====

# 3
{"formula": "C3H5ClN3O2S2", "method": "wB97M-V/def2-TZVPD", "orbital_gap_ev": [8.25, 6.39], "e_homo_ha": [-0.1760, -0.1147], "de_lowest_ev": 2.184, "lumo_energy_ev": [3.456, 3.272], "mol_weight_g_mol": 214.679, "total_charge": -1, "elements": ["Cl", "S", "S", "O", "O", "N", "N", "N", "C", "C", "C", "H", "H", "H", "H", "H"], "xyz": [[0.652, -2.398, -0.955], [0.451, -0.759, -2.311], [1.269, 1.405, -0.723], [1.743, -0.653, -2.946], [-0.624, -1.186, -3.134], [-1.853, 1.088, -0.014], [1.242, 1.118, 0.882], [0.647, -0.001, 1.365], [-1.426, 0.572, -1.047], [0.020, 0.593, -1.460], [0.009, 0.119, 2.639], [-0.993, 0.200, 2.459], [-2.236, 0.111, -1.684], [0.229, -0.450, 0.592], [0.436, -0.844, 3.118], [0.433, 1.084, 3.220]], "mulliken_charge": [-0.35, 0.93, -0.01, -0.58, -0.60, -0.59, -0.44, 0.20, 0.12, -0.24, -0.77, 0.31, 0.39, 0.13, 0.27, 0.23]}

=====

# 4
{"formula": "C4H5N3O2S", "method": "wB97M-V/def2-TZVPD", "orbital_gap_ev": 8.55, "e_homo_ha": -0.3482, "de_lowest_ev": 3.508, "lumo_energy_ev": -0.921, "smiles": "C[C@@](C#N)(C(N)=S)[N+](=O)[O-]", "mol_weight_g_mol": 159.170, "elements": ["S", "O", "O", "N", "N", "N", "C", "C", "C", "C", "H", "H", "H", "H", "H"], "xyz": [[2.062, -0.443, -1.429], [-2.053, 0.811, -0.416], [-1.706, -1.181, -1.192], [-1.400, -0.238, -0.491], [-0.465, 1.400, 2.307], [0.759, 1.846, -0.861], [0.169, -1.649, 0.685], [-0.121, -0.246, 0.276], [-0.194, 0.673, 1.455], [0.935, 0.504, -0.689], [-0.861, -2.005, 1.203], [0.940, -1.698, 1.468], [-0.089, 2.363, -0.807], [0.501, -2.351, -0.107], [1.523, 2.215, -1.400]], "mulliken_charge": [-0.24, -0.57, -0.55, 0.95, -0.45, -0.33, -1.48, 1.04, 0.07, -0.04, 0.35, 0.40, 0.24, 0.36, 0.24]}

=====

# 5
{"formula": "C3H8N4O", "method": "wB97M-V/def2-TZVPD", "orbital_gap_ev": 9.36, "e_homo_ha": -0.3193, "de_lowest_ev": 2.039, "lumo_energy_ev": 0.671, "smiles": "[H]/N=C(\\N)O/C(N)=N\\C", "mol_weight_g_mol": 116.124, "elements": ["O", "N", "N", "N", "N", "C", "C", "C", "H", "H", "H", "H", "H", "H", "H", "H"], "xyz": [[-0.036, -0.601, -0.696], [-1.669, -1.395, 0.752], [-0.541, 0.923, -2.233], [0.324, -0.553, 1.610], [-0.538, 1.671, -0.035], [1.730, -0.287, 1.362], [-0.433, 0.695, -0.894], [-0.463, -0.779, 0.600], [-0.442, 1.882, -2.535], [-1.680, -2.060, 1.515], [-0.490, 2.574, -0.512], [-0.011, 0.288, -2.817], [2.120, -0.669, 0.414], [-2.109, -1.703, -0.102], [1.920, 0.788, 1.426], [2.319, -0.775, 2.146]], "mulliken_charge": [-0.39, -0.47, -0.51, -0.56, -0.68, -0.87, 0.59, 0.81, 0.23, 0.30, 0.20, 0.24, 0.28, 0.22, 0.28, 0.32]}

=====

# 6
{"formula": "C33H34N4O8", "method": "wB97M-V/def2-TZVPD", "orbital_gap_ev": 4.16, "e_homo_ha": -0.2591, "de_lowest_ev": 0.143, "lumo_energy_ev": -2.886, "mol_weight_g_mol": 614.655, "elements": ["O", "O", "O", "O", "O", "O", "O", "O", "N", "N", "N", "N", "C", "C", "C", "C", "C", "C", "C", "C", "C", "C", "C", "C", "C", "C", "C", "C", "C", "C", "C", "C", "C", "C", "C", "C", "C", "C", "C", "C", "C", "C", "C", "C", "C", "H", "H", "H", "H", "H", "H", "H", "H", "H", "H", "H", "H", "H", "H", "H", "H", "H", "H", "H", "H", "H", "H", "H", "H", "H", "H", "H", "H", "H", "H", "H", "H", "H", "H"], "xyz": [[1.786, -6.284, 3.200], [0.796, -11.089, -0.776], [0.965, -4.152, -0.236], [7.305, 1.585, 2.946], [5.266, 2.398, 2.847], [1.916, -4.381, 4.330], [-3.895, 2.426, 3.875], [-0.525, -11.146, 0.980], [6.063, 1.431, 2.919], [-0.856, 0.653, 3.542], [0.162, -10.520, 0.142], [-1.635, 2.772, 3.569], [-6.657, 0.042, 1.862], [1.262, -4.251, 2.058], [-2.306, 0.537, 3.692], [-0.130, -7.074, 1.501], [-1.710, 4.216, 3.495], [4.463, -2.453, 3.231], [-0.383, -8.432, 1.312], [1.004, -4.858, 0.792], [-0.379, 2.044, 3.421], [1.655, -5.058, 3.173], [1.275, -0.446, 3.252], [-7.201, -0.443, 3.061], [3.555, -1.361, 3.111], [0.232, 2.349, 2.042], [-0.097, -0.457, 3.438], [4.139, -0.077, 2.914], [2.652, -4.450, 6.590], [5.533, 0.104, 2.984], [1.235, -7.026, -0.484], [1.025, -8.385, -0.684], [-2.753, 2.001, 3.724], [2.122, -1.549, 3.263], [-6.367, -0.970, 4.057], [-4.980, -0.960, 3.877], [2.271, -5.283, 5.396], [5.847, -2.263, 3.285], [0.242, -9.102, 0.240], [-4.438, -0.408, 2.711], [-2.940, -0.272, 2.570], [6.400, -0.984, 3.177], [0.728, -6.357, 0.648], [0.589, 2.444, 4.548], [-5.272, 0.029, 1.677], [1.465, -8.912, -1.526], [2.904, -5.113, 7.421], [-8.281, -0.414, 3.216], [3.525, -3.824, 6.373], [1.279, -3.175, 2.068], [-0.623, -1.410, 3.533], [-2.699, 0.217, 1.614], [0.921, 3.479, 4.389], [0.508, 3.411, 2.001], [4.034, -3.455, 3.295], [1.471, 1.797, 4.574], [-4.304, -1.353, 4.643], [1.767, -2.479, 3.701], [6.507, -3.117, 3.428], [-2.757, 4.517, 3.584], [1.824, -3.804, 6.903], [1.726, 0.536, 3.141], [-6.786, -1.381, 4.980], [-1.017, -8.997, 1.994], [-2.473, -1.267, 2.557], [-0.504, 2.128, 1.256], [-0.613, -6.577, 2.341], [7.472, -0.797, 3.234], [3.106, -5.919, 5.081], [1.819, -6.472, -1.218], [-1.314, 4.574, 2.535], [0.070, 2.376, 5.514], [1.130, 1.756, 1.854], [-1.127, 4.679, 4.302], [3.545, 0.819, 2.737], [-7.302, 0.437, 1.071], [1.407, -5.922, 5.618], [-2.555, 0.082, 4.669], [-4.816, 0.393, 0.751]], "mulliken_charge": [-0.74, -0.59, -0.73, -0.59, -0.58, -0.35, -0.70, -0.60, 0.96, 0.59, 0.92, 0.29, -0.58, -1.44, 0.07, -0.14, -0.93, 0.01, -0.49, 0.01, 0.17, 0.72, 0.52, -0.42, 0.26, -1.50, 0.35, -0.45, -1.15, -0.33, -0.60, -0.41, 0.23, -0.22, -0.69, -0.23, -0.33, -0.89, -0.02, 0.43, -0.56, -0.43, 0.47, -1.64, -0.38, 0.45, 0.41, 0.36, 0.26, 1.12, 0.72, 0.35, 0.46, 0.51, 0.38, 0.39, 0.35, 0.89, 0.43, 0.38, 0.27, -1.45, 0.36, 0.43, 0.46, 0.33, 0.39, 0.49, 0.33, 0.40, 0.31, 0.37, 0.37, 0.29, 0.66, 0.36, 0.31, 0.24, 0.32]}